{"formula": "C43H63B2F8I2N4O26", "method": "ωB97M-V with the def2-TZVPD basis set", "species": ["C", "C", "C", "C", "C", "C", "C", "I", "C", "C", "I", "C", "B", "N", "O", "N", "C", "B", "O", "C", "C", "C", "C", "C", "N", "C", "C", "C", "N", "H", "H", "H", "H", "H", "H", "H", "H", "H", "H", "H", "H", "H", "H", "H", "H", "H", "H", "H", "H", "H", "H", "H", "H", "H", "H", "H", "H", "H", "H", "H", "H", "H", "H", "H", "H", "H", "H", "H", "C", "C", "O", "C", "O", "O", "F", "H", "H", "H", "C", "C", "O", "C", "O", "O", "F", "H", "H", "H", "C", "C", "O", "C", "O", "O", "F", "H", "H", "H", "C", "C", "O", "C", "O", "O", "F", "H", "H", "H", "C", "C", "O", "C", "O", "O", "F", "H", "H", "H", "C", "C", "O", "C", "O", "O", "F", "H", "H", "H", "C", "C", "O", "C", "O", "O", "F", "H", "H", "H", "C", "C", "O", "C", "O", "O", "F", "H", "H", "H"], "coordinates": [[-5.3792, 0.8790, 0.0656], [-4.9990, 2.4974, 0.1542], [-3.4472, 2.6626, 0.7696], [-2.2964, 2.6607, -0.3866], [-2.5611, 4.0241, -1.2655], [-0.7294, 2.3743, 0.1245], [0.0921, 3.7526, 0.2926], [-0.9055, 5.2256, 1.6733], [1.6401, 3.9640, 0.6705], [2.7573, 3.7753, -0.5721], [2.5334, 3.1697, 2.4985], [-0.7387, 1.2316, 1.3467], [-0.8133, 1.6292, 2.9347], [0.1694, 1.0659, 3.9953], [-1.8807, 2.4896, 3.5629], [0.6461, 0.6733, 1.1404], [1.0581, 0.6363, -0.1654], [2.4295, -0.1127, -0.6263], [3.3674, 0.3163, -1.7010], [2.7964, -1.5479, 0.1550], [3.4688, -2.5066, -1.0346], [-0.2400, 1.2517, -1.0357], [0.2927, 1.8787, -2.4531], [-0.8232, 2.1826, -3.6130], [-0.4112, 3.3489, -4.5284], [-1.0043, -0.2197, -1.1355], [-1.0943, -0.9087, -2.6027], [-2.5951, -0.8926, -3.3415], [-0.0949, -1.5382, -3.3045], [-5.4784, 0.5672, -1.0774], [-4.5775, 0.1802, 0.5511], [-6.3985, 0.7109, 0.6367], [-5.7749, 3.0419, 0.8609], [-5.1235, 2.9252, -0.9193], [-3.4238, 1.7577, 1.5264], [-3.4997, 3.6352, 1.4323], [-2.6862, 1.8423, -1.1646], [-2.9002, 4.9600, -0.6054], [-1.6889, 4.2988, -2.0221], [-3.4955, 3.8616, -1.9955], [0.0618, 4.3244, -0.7649], [1.7401, 5.1580, 0.8596], [3.6683, 4.4744, -0.2362], [2.3852, 4.2351, -1.5811], [3.2087, 2.7094, -0.6323], [-1.6748, 0.4842, 1.3596], [0.4284, 0.0724, 3.7445], [-0.2895, 1.0696, 4.9331], [-1.3881, 3.1842, 4.0892], [1.3814, 0.3093, 1.7889], [3.0903, -0.1062, -2.5742], [3.5889, -1.3915, 1.0046], [1.7668, -1.9817, 0.5554], [4.6209, -2.2495, -1.2142], [3.3925, -3.6321, -0.7154], [2.9176, -2.3321, -2.0661], [0.8011, 2.9155, -2.2687], [1.1218, 1.2032, -2.9849], [-1.9320, 2.2288, -3.2573], [-0.7801, 1.2374, -4.3455], [-1.1263, 4.1060, -4.5290], [0.5475, 3.6889, -4.2974], [-0.5104, -1.0606, -0.4438], [-2.1222, -0.1843, -0.7126], [-3.4783, -1.0289, -2.5864], [-2.6284, -1.7627, -4.1257], [-2.7598, 0.1288, -3.9149], [0.7399, -1.4742, -2.6804], [-2.8991, 5.4987, 7.6473], [-2.8499, 6.4536, 6.5038], [-1.6340, 6.1390, 5.8639], [-1.4329, 4.8151, 6.1160], [-0.6390, 4.1157, 5.5090], [-2.2354, 4.3639, 7.1279], [-2.7816, 7.7300, 6.9441], [-2.3593, 5.8636, 8.5275], [-3.9235, 5.2536, 7.9406], [-3.6775, 6.3474, 5.7945], [0.6853, 9.0493, 2.1694], [1.7404, 8.8862, 1.1292], [2.3195, 10.1685, 1.0434], [2.1639, 10.7115, 2.2834], [2.7708, 11.6914, 2.6825], [1.2497, 10.0189, 3.0291], [1.1931, 8.5851, -0.0698], [-0.2567, 9.4305, 1.7612], [0.4837, 8.1187, 2.7067], [2.5109, 8.1504, 1.3829], [-6.3189, -3.8699, 1.9334], [-5.2639, -4.0330, 0.8932], [-4.6847, -2.7507, 0.8074], [-4.8404, -2.2077, 2.0474], [-4.2335, -1.2278, 2.4465], [-5.7546, -2.9003, 2.7931], [-5.8112, -4.3341, -0.3057], [-7.2610, -3.4886, 1.5252], [-6.5206, -4.8005, 2.4707], [-4.4933, -4.7688, 1.1469], [1.8412, -4.8456, -4.2064], [2.1517, -6.1337, -4.8891], [3.2885, -6.6052, -4.2020], [3.1731, -6.1043, -2.9401], [3.8105, -6.5092, -1.9821], [2.2495, -5.0971, -2.8767], [2.4909, -5.9252, -6.1810], [2.4146, -4.0038, -4.6089], [0.7772, -4.5978, -4.2495], [1.3503, -6.8778, -4.8293], [-2.7068, -1.0655, 6.5611], [-1.3467, -0.8790, 7.1418], [-1.3981, -1.6134, 8.3438], [-2.2963, -2.6114, 8.1114], [-2.4092, -3.6064, 8.8078], [-3.0508, -2.3653, 6.9971], [-1.1258, 0.4197, 7.4453], [-3.4359, -0.3472, 6.9507], [-2.7046, -1.0059, 5.4694], [-0.5343, -1.2585, 6.5129], [6.3099, 0.7195, -1.5918], [7.1201, -0.4763, -1.9597], [8.4061, -0.1653, -1.4735], [8.1927, 0.6510, -0.4035], [9.0354, 0.9077, 0.4402], [6.9157, 1.1413, -0.3864], [7.1943, -0.6140, -3.3025], [6.3791, 1.5225, -2.3332], [5.2555, 0.4756, -1.4362], [6.7716, -1.4110, -1.5075], [6.4417, -7.3529, -4.3041], [6.4910, -6.3980, -5.4475], [7.7069, -6.7126, -6.0875], [7.9080, -8.0365, -5.8354], [8.7019, -8.7359, -6.4424], [7.1055, -8.4877, -4.8235], [6.5593, -5.1216, -5.0073], [6.9816, -6.9880, -3.4239], [5.4174, -7.5980, -4.0107], [5.6633, -6.5041, -6.1569], [-4.5060, -7.7885, -3.6477], [-3.3473, -6.9279, -3.2755], [-3.7697, -6.3035, -2.0845], [-4.6297, -7.1881, -1.5061], [-4.9892, -7.1317, -0.3419], [-5.0349, -8.1520, -2.3883], [-3.1385, -5.9708, -4.2072], [-5.2683, -7.2486, -4.2193], [-4.2023, -8.6723, -4.2152], [-2.4189, -7.4795, -3.0928]], "forces_ev_per_a": [[-0.361, 0.322, -0.421], [0.249, -0.925, 0.066], [-1.873, 0.006, 0.723], [-2.039, 0.655, -0.391], [-0.697, 0.684, -0.891], [-2.953, -2.394, -0.983], [0.676, 0.741, -1.436], [0.280, -0.896, -0.646], [1.326, 2.327, -1.774], [0.711, 0.955, 1.220], [-0.524, 0.250, -0.740], [0.009, 1.774, 1.691], [-0.743, 1.562, 3.944], [-2.451, -1.112, -2.287], [3.189, -1.150, -1.949], [1.884, -1.342, -4.603], [-3.138, 1.706, 1.970], [2.630, -1.157, -0.537], [-3.805, -1.267, 0.806], [-0.289, 0.398, -1.307], [0.322, -0.215, 0.235], [3.971, -0.632, 0.316], [0.048, 0.531, -0.697], [0.374, -1.635, -1.543], [-0.547, -0.498, 1.659], [-1.682, -1.209, 0.138], [0.533, -1.254, -2.733], [0.642, 0.025, -0.028], [-3.338, 2.784, 3.954], [-0.012, 0.554, 2.493], [-1.448, 1.490, -0.817], [2.057, 0.124, -1.364], [1.777, -1.117, -1.447], [0.318, -0.519, 2.015], [0.446, 1.837, -1.502], [0.684, -1.902, -1.474], [1.366, 1.282, 1.901], [1.169, -2.113, -1.395], [-1.652, -0.454, 1.827], [2.057, 0.074, 1.699], [-0.287, -1.401, 2.449], [-0.500, -3.050, -0.370], [-1.976, -1.624, -0.718], [0.518, -1.165, 1.848], [-1.066, 1.766, -0.254], [2.334, 1.107, -0.927], [-0.072, 1.474, 0.719], [0.653, 0.115, -1.012], [-0.636, -1.001, -0.231], [-1.484, 0.615, 0.095], [0.673, 0.829, 1.484], [-1.630, -0.321, -1.382], [2.373, 0.538, -0.563], [-2.681, -0.459, 0.534], [0.118, 2.217, -0.816], [1.033, -0.602, 2.108], [-0.859, -2.061, 0.054], [-1.855, 1.323, 1.454], [2.159, 0.324, -0.426], [-0.249, 1.880, 1.768], [1.146, -0.727, 0.189], [-1.382, -0.141, -0.219], [-0.759, 1.956, -1.450], [2.446, 0.173, -1.114], [1.839, 0.254, -1.240], [0.183, 1.749, 1.565], [0.445, -2.095, 1.262], [-0.329, -0.145, -0.489], [-0.795, -0.134, 1.122], [-0.233, 1.096, 0.179], [0.013, -1.244, -0.088], [1.308, -1.401, -0.572], [-1.491, 1.341, 1.099], [0.992, 0.110, -1.284], [-0.103, 0.073, -0.178], [-0.033, 0.171, -0.227], [0.232, -0.148, -0.111], [0.088, 0.183, 0.035], [-0.910, -0.584, 0.640], [0.032, -0.005, -0.703], [-0.055, -0.283, 0.778], [1.576, 3.086, 1.458], [-1.641, -2.551, -1.050], [0.713, 0.432, -0.428], [0.037, -0.283, -0.354], [0.188, -0.071, -0.219], [0.110, 0.224, 0.087], [-0.048, -0.003, -0.184], [-1.037, -0.801, 0.451], [-0.188, -0.753, -0.912], [0.181, 0.423, 1.032], [0.780, 1.887, 1.179], [-1.068, -1.941, -0.802], [1.157, 0.956, -0.497], [0.128, 0.030, -0.119], [0.202, -0.065, -0.177], [0.118, 0.260, 0.047], [-0.116, -0.003, -0.238], [-0.887, 1.026, -0.178], [0.090, -0.148, -1.015], [-0.481, 0.253, 0.791], [1.691, -0.797, 2.759], [-1.488, 1.093, -2.340], [0.679, -0.874, 0.203], [-0.046, -0.168, -0.136], [0.021, -0.246, -0.176], [0.177, -0.018, 0.189], [0.129, 0.015, -0.172], [-0.740, 0.342, -0.989], [0.281, 0.509, 0.461], [-0.256, -0.454, -0.662], [-0.706, -3.029, 2.023], [0.250, 2.605, -1.812], [0.584, -0.311, 0.697], [0.308, 0.302, -0.098], [0.284, 0.063, 0.059], [-0.110, -0.176, 0.137], [0.071, 0.159, 0.100], [-1.154, 0.419, -0.071], [0.382, -0.162, -0.737], [-0.571, 0.159, 0.683], [2.480, 1.036, 2.514], [-2.205, -0.603, -2.163], [0.881, -0.360, 0.212], [-0.073, -0.282, -0.204], [0.163, -0.236, -0.120], [0.603, 0.159, 0.117], [0.100, -0.047, -0.188], [-0.771, -0.346, 1.045], [0.102, 0.556, -0.105], [-0.398, -0.690, 0.107], [2.350, -2.309, -1.435], [-1.994, 1.788, 1.579], [0.577, 0.219, -0.875], [-0.173, 0.469, -0.025], [-0.031, 0.200, -0.202], [0.336, -0.152, -0.090], [0.049, 0.203, 0.050], [-0.393, -0.802, -0.968], [0.311, 0.542, -0.373], [-0.177, -0.756, 0.246], [-1.401, -0.203, 2.917], [0.890, -0.073, -2.739], [0.370, 0.743, 0.963], [0.307, 0.205, -0.151], [0.251, 0.141, 0.042], [-0.128, 0.044, 0.248], [0.007, 0.177, -0.093]], "total_charge": 1, "homo_ha": -0.4395, "orbital_gap_ev": 6.8}